# 1
Formula: C5H7FN2
Source: OMol25
Level of theory: ωB97M-V with the def2-TZVPD basis set

## Properties
- energy above the lowest of the compared OMol25 structures with the same formula, charge and spin (kcal per mole) = 47.1
- total energy (Eh) = -404.03174
- frontier orbital gap (eV) = 9.440
- SMILES = CC1=NN[C@H]2[C@@H](F)[C@@H]12

Geometry (Å):
C (2.394, -0.552, -0.016)
C (1.052, 0.071, 0.096)
C (-1.144, 0.583, 0.711)
C (-1.271, -0.831, 0.252)
C (-0.025, -0.433, 0.986)
H (2.322, -1.611, -0.352)
H (2.903, -0.560, 0.961)
H (2.989, -0.012, -0.733)
H (-1.106, 1.807, -0.967)
H (-1.816, 0.985, 1.474)
H (-1.980, -1.512, 0.752)
H (0.204, -0.839, 1.933)
N (0.712, 1.098, -0.594)
N (-0.534, 1.551, -0.176)
F (-1.200, -1.091, -1.093)

Atomic partial charges in e from the Löwdin method, atoms 1 to 2: C -0.033; C -0.337

***

# 2
Formula: C45H80O36
Source: OMol25
Level of theory: ωB97M-V with the def2-TZVPD basis set

## Properties
- total energy (Eh) = -4471.39167
- frontier orbital gap (eV) = 10.347
- SMILES = C[C@H]1COC(=O)O1.C[C@H]1COC(=O)O1.C[C@H]1COC(=O)O1.CCOC(=O)OC.CCOC(=O)OC.CCOC(=O)OC.CCOC(=O)OC.CCOC(=O)OC.CCOC(=O)OC.COC(=O)OC.O=C1OCCO1.O=C1OCCO1

Geometry (Å):
C (23.436, -2.804, 5.520)
C (23.380, -4.199, 6.167)
O (23.156, -5.047, 5.023)
C (23.666, -4.426, 3.946)
O (23.825, -4.922, 2.891)
O (23.986, -3.151, 4.256)
H (24.073, -2.209, 6.173)
H (22.468, -2.301, 5.509)
H (22.674, -4.316, 6.983)
H (24.372, -4.586, 6.433)
C (17.607, -8.568, 0.891)
C (16.827, -9.619, 0.127)
O (15.536, -8.992, -0.017)
C (15.698, -7.652, 0.080)
O (14.859, -6.842, -0.126)
O (16.960, -7.380, 0.465)
H (18.668, -8.606, 0.655)
H (17.496, -8.588, 1.981)
H (16.744, -10.613, 0.553)
H (17.248, -9.678, -0.879)
C (16.397, 4.362, 4.680)
C (17.623, 4.021, 3.882)
C (18.749, 5.062, 3.907)
O (19.921, 4.265, 3.973)
C (19.593, 3.023, 4.398)
O (20.362, 2.250, 4.829)
O (18.265, 2.855, 4.409)
H (15.875, 5.263, 4.348)
H (16.611, 4.556, 5.732)
H (15.669, 3.556, 4.577)
H (17.347, 3.768, 2.852)
H (18.611, 5.598, 4.847)
H (18.618, 5.673, 3.021)
C (17.957, -3.876, -4.136)
C (18.589, -5.248, -3.968)
C (19.333, -5.451, -2.645)
O (18.768, -6.596, -2.057)
C (17.718, -7.005, -2.815)
O (17.030, -7.915, -2.522)
O (17.497, -6.161, -3.820)
H (18.629, -3.021, -4.069)
H (17.188, -3.700, -3.379)
H (17.407, -3.876, -5.079)
H (19.206, -5.455, -4.840)
H (19.311, -4.538, -2.045)
H (20.403, -5.546, -2.852)
C (14.971, -0.312, 3.147)
C (14.998, 0.444, 1.829)
C (16.395, 0.912, 1.459)
O (16.689, 0.266, 0.231)
C (15.738, -0.618, -0.065)
O (15.773, -1.328, -0.997)
O (14.723, -0.567, 0.818)
H (15.730, -1.096, 3.202)
H (14.007, -0.793, 3.316)
H (15.131, 0.309, 4.036)
H (14.223, 1.205, 1.766)
H (17.155, 0.713, 2.218)
H (16.432, 1.988, 1.254)
C (19.416, -5.637, 4.448)
O (18.832, -6.941, 4.560)
C (17.554, -7.228, 4.355)
O (17.123, -8.285, 4.655)
O (16.903, -6.171, 3.852)
C (15.507, -6.323, 3.652)
H (19.324, -5.213, 3.451)
H (20.446, -5.671, 4.782)
H (18.864, -5.005, 5.146)
H (15.011, -6.233, 4.620)
H (15.210, -7.265, 3.194)
H (15.104, -5.528, 3.028)
C (22.936, 0.900, 6.447)
C (21.743, 0.573, 7.337)
O (21.058, -0.603, 6.906)
C (19.800, -0.767, 7.309)
O (19.197, 0.018, 7.983)
O (19.291, -1.792, 6.667)
C (17.929, -2.145, 6.810)
H (23.491, 1.747, 6.850)
H (22.573, 1.193, 5.457)
H (23.661, 0.110, 6.243)
H (21.056, 1.414, 7.310)
H (22.197, 0.413, 8.318)
H (17.264, -1.286, 6.775)
H (17.715, -2.741, 7.698)
H (17.706, -2.797, 5.966)
C (13.846, -4.160, -0.561)
C (12.558, -3.393, -0.891)
O (11.581, -4.357, -1.285)
C (10.336, -3.903, -1.429)
O (9.910, -2.822, -1.135)
O (9.625, -4.908, -1.928)
C (8.325, -4.640, -2.401)
H (14.452, -3.607, 0.153)
H (14.490, -4.197, -1.446)
H (13.604, -5.197, -0.348)
H (12.754, -2.676, -1.685)
H (12.214, -2.918, 0.027)
H (7.787, -5.581, -2.410)
H (8.301, -4.155, -3.376)
H (7.794, -3.964, -1.726)
C (19.820, 1.851, 0.705)
C (19.565, 2.837, -0.427)
O (20.206, 2.461, -1.629)
C (19.718, 1.620, -2.540)
O (20.352, 1.327, -3.493)
O (18.458, 1.289, -2.298)
C (17.924, 0.218, -3.074)
H (19.510, 2.269, 1.670)
H (20.895, 1.747, 0.872)
H (19.363, 0.873, 0.547)
H (20.005, 3.789, -0.128)
H (18.498, 3.019, -0.579)
H (17.001, -0.061, -2.576)
H (18.523, -0.690, -3.119)
H (17.710, 0.513, -4.100)
C (20.920, -0.930, 2.901)
C (19.536, -0.856, 3.478)
O (18.689, -1.986, 3.331)
C (18.359, -2.377, 2.122)
O (18.756, -1.872, 1.094)
O (17.762, -3.573, 2.208)
C (17.450, -4.288, 1.003)
H (21.608, -1.494, 3.541)
H (21.361, 0.036, 2.687)
H (20.920, -1.583, 2.024)
H (19.006, -0.024, 2.995)
H (19.490, -0.506, 4.505)
H (18.293, -4.657, 0.414)
H (16.854, -3.661, 0.341)
H (16.946, -5.134, 1.456)
C (24.685, -0.651, 2.368)
C (24.270, 0.770, 2.701)
O (25.337, 1.413, 3.439)
C (25.171, 2.701, 3.733)
O (26.025, 3.313, 4.276)
O (23.959, 3.104, 3.430)
C (23.479, 4.389, 3.815)
H (23.993, -1.133, 1.674)
H (24.674, -1.188, 3.312)
H (25.637, -0.750, 1.849)
H (23.419, 0.843, 3.382)
H (24.041, 1.359, 1.810)
H (24.316, 5.088, 3.766)
H (23.033, 4.285, 4.803)
H (22.722, 4.737, 3.117)
C (21.133, -5.802, 1.032)
C (21.900, -5.418, -0.214)
O (21.567, -4.114, -0.667)
C (22.364, -3.542, -1.560)
O (23.239, -4.108, -2.107)
O (22.037, -2.306, -1.744)
C (20.808, -1.812, -1.173)
H (21.233, -4.990, 1.752)
H (21.390, -6.783, 1.419)
H (20.072, -5.888, 0.762)
H (21.855, -6.161, -1.013)
H (22.966, -5.393, 0.035)
H (21.064, -1.651, -0.127)
H (20.054, -2.594, -1.241)
H (20.475, -0.893, -1.635)

Atomic partial charges in e from the Löwdin method, atoms 1 to 2: C -0.119; C -0.083

***

# 3
Formula: C5H6S2
Source: OMol25
Level of theory: ωB97M-V with the def2-TZVPD basis set

## Properties
- energy above the lowest of the compared OMol25 structures with the same formula, charge and spin (kcal per mole) = 81.1
- total energy (Eh) = -990.33569
- frontier orbital gap (eV) = 9.353
- SMILES = c1cc2c(s1)C2.S

Geometry (Å):
C (-0.803, 0.676, 1.498)
C (-1.560, -0.454, 1.437)
C (2.055, -0.084, 1.231)
C (0.528, 0.332, 1.427)
C (0.839, -0.967, 1.166)
S (-0.592, -1.906, 1.230)
S (-1.330, 0.357, -2.701)
H (-1.352, 1.661, 1.723)
H (-2.579, -0.472, 1.540)
H (2.448, 0.326, 0.287)
H (2.902, -0.100, 2.006)
H (-2.310, -0.446, -2.760)
H (-1.391, 0.468, -1.346)

Atomic partial charges in e from the Löwdin method, atoms 1 to 2: C -0.183; C -0.408

***

# 4
Formula: C3H15NO4
Source: OMol25
Level of theory: ωB97M-V with the def2-TZVPD basis set

## Properties
- energy above the lowest of the compared OMol25 structures with the same formula, charge and spin (kcal per mole) = 36.7
- total energy (Eh) = -478.97038
- frontier orbital gap (eV) = 11.045
- SMILES = C=NCC.O.O.O.O

Geometry (Å):
C (-0.085, 1.569, -0.677)
C (-1.426, 0.865, -0.697)
C (-2.147, -0.343, 1.167)
N (-1.350, -0.289, 0.194)
H (0.073, 2.006, 0.310)
H (0.748, 1.024, -1.093)
H (-0.057, 2.447, -1.340)
H (-1.574, 0.452, -1.701)
H (-2.285, 1.516, -0.513)
H (-2.944, 0.405, 1.245)
H (-2.086, -1.087, 1.952)
H (1.062, 0.061, 1.957)
H (0.291, -0.662, 3.116)
O (0.921, 0.028, 2.905)
H (0.166, -1.367, -1.719)
H (0.982, -0.654, -2.909)
O (0.990, -0.967, -2.003)
H (-0.119, -1.902, 0.326)
H (0.231, -3.291, -0.209)
O (0.279, -2.750, 0.585)
H (2.437, 0.282, -0.465)
H (2.831, 1.766, -0.376)
O (3.063, 0.890, -0.056)

Atomic partial charges in e from the Löwdin method, atoms 1 to 2: C -0.105; C -0.280

***

# 5
Formula: C15H35FN5O5
Source: OMol25
Level of theory: ωB97M-V with the def2-TZVPD basis set

## Properties
- energy above the lowest of the compared OMol25 structures with the same formula, charge and spin (kcal per mole) = 52.1
- total energy (Eh) = -1342.54592
- frontier orbital gap (eV) = 9.615
- net charge = -1

Geometry (Å):
F (0.140, 0.238, 0.052)
C (-2.974, -0.633, -2.729)
C (-3.300, 0.664, -2.030)
O (-4.338, 1.107, -2.382)
N (-2.508, 1.080, -1.032)
C (-2.828, 2.335, -0.272)
H (-3.802, -1.197, -3.158)
H (-2.442, -1.296, -2.046)
H (-2.378, -0.534, -3.636)
H (-1.633, 0.619, -0.825)
H (-3.904, 2.296, -0.107)
H (-2.492, 3.190, -0.860)
H (-2.455, 2.423, 0.749)
C (1.220, 0.945, -3.278)
C (1.629, -0.544, -3.255)
O (1.861, -1.190, -4.281)
N (1.652, -1.286, -2.129)
C (2.117, -2.715, -2.070)
H (0.275, 1.146, -2.772)
H (1.161, 1.257, -4.321)
H (1.915, 1.647, -2.819)
H (1.223, -0.816, -1.345)
H (3.071, -2.788, -1.548)
H (2.148, -3.183, -3.054)
H (1.418, -3.335, -1.510)
C (0.370, 3.685, -0.611)
C (1.841, 3.482, -0.513)
O (2.577, 4.434, -0.727)
N (2.215, 2.214, -0.193)
C (3.634, 1.927, 0.010)
H (0.418, 4.687, -1.037)
H (-0.160, 3.708, 0.342)
H (-0.090, 3.007, -1.330)
H (1.670, 1.373, -0.070)
H (3.816, 1.061, 0.646)
H (4.081, 2.763, 0.548)
H (4.150, 1.815, -0.944)
C (-2.732, -0.743, 2.456)
C (-2.559, -2.111, 1.917)
O (-2.867, -3.149, 2.507)
N (-1.850, -2.124, 0.764)
C (-1.306, -3.345, 0.087)
H (-2.235, -0.747, 3.426)
H (-3.818, -0.646, 2.461)
H (-2.313, 0.025, 1.806)
H (-1.426, -1.250, 0.489)
H (-2.023, -4.160, 0.188)
H (-0.362, -3.610, 0.563)
H (-1.233, -3.147, -0.982)
C (2.040, 1.021, 3.163)
C (1.691, -0.361, 3.595)
O (2.347, -0.691, 4.553)
N (0.825, -1.076, 2.849)
C (0.485, -2.449, 3.347)
H (1.816, 1.145, 2.103)
H (3.123, 1.121, 3.088)
H (1.639, 1.870, 3.716)
H (0.255, -0.762, 2.077)
H (1.329, -2.862, 3.899)
H (0.281, -3.093, 2.491)
H (-0.408, -2.443, 3.973)

Atomic partial charges in e from the Löwdin method, atoms 1 to 2: F -0.522; C -0.005

***

> Which value of frontier orbital gap does entry 2 give?

10.347 eV